No. 1
118
Properties=species:S:1:pos:R:3 method="wB97M-V/def2-TZVPD" lumo_energy_ev=0.21 spin_multiplicity=1 orbital_gap_ev=9.5000
C 4.03978 -1.25158 -4.75347
O 3.01061 -0.85847 -3.86076
C 3.48615 -0.40215 -2.59459
B 3.12424 -1.35658 -1.37657
O 3.53713 -2.69892 -1.26667
B 4.35058 -2.71199 -0.11432
C 5.87206 -3.11129 -0.14224
O 3.73419 -2.28642 1.07294
B 3.30925 -0.97672 0.79466
C 3.83687 0.29762 1.54507
C 5.36183 0.41604 1.49036
C 6.06124 0.70177 0.18878
N 6.08287 0.27995 2.53716
O 2.40185 -0.89106 -0.27808
H 4.99500 -0.74902 -4.56445
H 3.73591 -0.98494 -5.76828
H 4.20214 -2.33144 -4.67000
H 3.00484 0.56688 -2.40127
H 4.56802 -0.20743 -2.57114
H 6.38176 -2.35552 -0.75393
H 6.26237 -2.97851 0.86978
H 6.06084 -4.11525 -0.52282
H 3.46369 1.16127 0.97851
H 3.52576 0.35160 2.58110
H 7.11774 0.44586 0.28804
H 6.01062 1.75608 -0.09729
H 5.66643 0.09224 -0.63292
H 5.49050 0.09309 3.34599
C -0.75243 -2.11841 3.77692
C -0.37150 -2.04267 5.26045
C 0.69999 -0.95234 5.39687
S 0.40489 0.21810 4.06299
O 1.53196 0.17919 3.15320
O -0.07909 1.45878 4.59460
C -0.95146 -0.67674 3.32065
H -1.64942 -2.70979 3.62140
H 0.06176 -2.58045 3.21126
H -1.24809 -1.77122 5.85241
H -0.01175 -2.99933 5.63464
H 0.63030 -0.42827 6.34696
H 1.70302 -1.35731 5.27007
H -0.91961 -0.55533 2.24014
H -1.87624 -0.25948 3.71807
C -1.27815 2.77207 -5.04542
C -0.93068 1.29777 -4.79821
C 0.45974 1.25281 -4.15264
S 0.64453 2.80414 -3.26628
O 1.70206 3.56668 -3.88475
O 0.62981 2.55345 -1.84372
C -0.92591 3.50345 -3.75668
H -2.32580 2.90232 -5.30270
H -0.67572 3.16122 -5.86993
H -1.66641 0.86124 -4.11881
H -0.95237 0.71771 -5.72033
H 0.55838 0.42720 -3.45252
H 1.24975 1.19832 -4.89883
H -0.82239 4.57296 -3.88088
H -1.64368 3.28176 -2.96644
C -3.28145 5.42009 1.62220
C -1.77501 5.50506 1.33705
C -1.04279 4.99803 2.58548
S -2.15198 3.83013 3.38299
O -2.55141 4.36706 4.65972
O -1.61565 2.50461 3.25749
C -3.51106 4.04150 2.23093
H -3.87373 5.56092 0.71807
H -3.56720 6.19588 2.33655
H -1.52837 4.86993 0.48240
H -1.46796 6.52094 1.08876
H -0.11489 4.48863 2.33674
H -0.84618 5.80428 3.28991
H -4.45662 3.95298 2.76150
H -3.42799 3.25878 1.47675
C -5.84208 -3.33118 7.07323
C -5.82609 -4.86303 6.98925
C -4.77371 -5.25457 5.94398
S -3.55427 -3.93534 5.94440
O -3.59831 -3.26998 4.66600
O -2.31924 -4.42036 6.50482
C -4.37995 -2.90296 7.14923
H -6.40557 -2.97865 7.93590
H -6.30559 -2.91700 6.17500
H -5.55153 -5.27760 7.96142
H -6.80479 -5.26328 6.72820
H -4.28160 -6.19190 6.19138
H -5.20125 -5.31246 4.94463
H -4.22179 -1.85509 6.90294
H -3.95185 -3.12854 8.12570
C -5.83586 6.64956 -3.23370
C -4.73461 7.10602 -2.26780
C -3.63621 6.03564 -2.28503
S -3.71313 5.26596 -3.90672
O -4.11053 3.88945 -3.74330
O -2.55346 5.64384 -4.67067
C -5.11686 6.20031 -4.50224
H -6.54844 7.44659 -3.44058
H -6.38435 5.81070 -2.79913
H -4.32474 8.05912 -2.60798
H -5.11863 7.25696 -1.25940
H -2.64662 6.46429 -2.14156
H -3.81637 5.26113 -1.54152
H -5.72705 5.57181 -5.14700
H -4.73245 7.05250 -5.06208
C 2.88176 -5.78993 -3.93008
C 2.86838 -7.32384 -3.95605
C 3.86696 -7.77348 -5.03017
S 5.10843 -6.47704 -5.13384
O 5.02306 -5.85990 -6.43334
O 6.35855 -6.96638 -4.61172
C 4.35162 -5.38754 -3.93437
H 2.36388 -5.39404 -3.05754
H 2.38595 -5.40105 -4.82265
H 3.17880 -7.70663 -2.98145
H 1.87219 -7.71551 -4.15855
H 4.35403 -8.70991 -4.76959
H 3.39484 -7.86089 -6.00706
H 4.51453 -4.35375 -4.22510
H 4.81650 -5.58378 -2.96847


No. 2
111
Properties=species:S:1:pos:R:3 method="wB97M-V/def2-TZVPD" charge=+1 lumo_energy_ev=-1.94 spin_multiplicity=1 orbital_gap_ev=9.6462
C -0.31283 -2.97584 -3.54216
O 0.37213 -3.52894 -2.43876
C 1.78644 -3.40170 -2.46762
C 2.26635 -2.30793 -1.51924
C 2.13082 -0.86552 -2.05929
C 1.40683 0.08408 -1.08327
C 0.01714 0.58080 -1.55419
C -1.05547 0.30023 -0.49538
C -1.62346 -1.11963 -0.59466
C -2.25499 -1.73582 0.66807
C -1.28570 -1.79384 1.85305
C -0.80968 -3.19255 2.25567
C 0.69106 -3.39381 1.96456
C 1.18759 -4.69587 2.62298
C 2.18872 -4.42041 3.74774
N 3.31867 -3.58211 3.28200
C 4.47124 -4.46198 2.99393
C 3.60859 -2.54284 4.16600
C 5.03540 -2.05706 4.26252
O 2.73677 -1.99494 4.81057
N -1.75889 -1.00029 3.08251
N -2.59605 -1.81911 3.91227
B -0.41542 -0.71828 3.83409
O 0.31417 0.38105 3.48854
O -0.05796 -1.62558 4.74538
C -2.44488 0.28794 2.74202
C -3.10903 0.92115 3.94517
C -3.61721 2.32611 3.64115
F -2.21324 0.95789 5.01866
C -3.51596 0.13384 1.64517
N -3.55785 -1.19861 1.07239
C -4.59161 -1.32005 0.07368
O -4.94284 -2.67918 -0.10297
C -5.28649 -3.28922 1.08505
C -4.49919 -4.51629 1.42439
O -6.16927 -2.86546 1.77460
H 0.21360 -3.15754 -4.48233
H -0.44624 -1.89312 -3.44313
H -1.29927 -3.43235 -3.59330
H 2.19096 -4.35866 -2.13309
H 2.15083 -3.19457 -3.47824
H 3.28163 -2.51411 -1.17962
H 1.61137 -2.38644 -0.64909
H 1.61437 -0.86588 -3.01854
H 3.13948 -0.49091 -2.23164
H 2.04317 0.95367 -0.91550
H 1.29365 -0.38761 -0.10067
H 0.08215 1.66640 -1.64105
H -0.26095 0.21315 -2.54062
H -1.87312 1.00307 -0.68590
H -0.64217 0.55695 0.48286
H -0.78615 -1.79208 -0.83007
H -2.30087 -1.20718 -1.44230
H -2.44690 -2.77233 0.38918
H -0.38414 -1.26691 1.52456
H -0.97092 -3.40609 3.30881
H -1.33126 -3.97441 1.70441
H 1.27692 -2.56353 2.36383
H 0.80441 -3.50864 0.88796
H 1.62574 -5.36764 1.88364
H 0.34489 -5.23808 3.05902
H 2.58182 -5.38439 4.07890
H 1.67421 -3.97777 4.59497
H 4.94304 -4.81256 3.91308
H 4.11702 -5.31748 2.42527
H 5.20555 -3.95308 2.37664
H 5.59311 -2.62368 5.00546
H 5.52996 -2.06815 3.29499
H 4.98155 -1.02104 4.58584
H -3.54560 -1.82146 3.56114
H -2.50629 -1.56459 4.88508
H 1.02186 0.16889 2.86791
H 0.40756 -1.25281 5.50548
H -1.71413 1.00048 2.36588
H -3.96021 0.31335 4.25346
H -3.14004 2.77474 2.77246
H -3.51508 2.94258 4.52969
H -4.68647 2.27108 3.43920
H -3.36511 0.91899 0.89588
H -4.50639 0.32251 2.06700
H -4.35463 -0.88072 -0.89620
H -5.46749 -0.79312 0.46243
H -3.66427 -4.24894 2.07412
H -5.13382 -5.19678 1.98689
H -4.13129 -5.04469 0.54758
O 0.53228 3.76047 -4.02153
P 1.41346 4.91917 -4.31526
O 0.60984 6.08627 -3.47720
C 0.41191 5.93499 -2.07613
C 1.69228 6.01942 -1.26191
O 1.05841 5.37689 -5.80827
C 0.61742 4.43600 -6.79834
C -0.87772 4.54302 -7.00521
O 2.84624 5.55133 -4.16669
C 3.27722 6.78135 -4.80180
C 2.66892 8.04824 -4.24941
H -0.09288 4.98288 -1.88441
H -0.26917 6.73455 -1.78409
H 2.36964 5.19612 -1.49945
H 1.46448 5.97482 -0.19592
H 2.22714 6.94488 -1.46540
H 0.89867 3.42029 -6.52093
H 1.14690 4.68199 -7.71937
H -1.39977 4.52556 -6.04914
H -1.24076 3.72046 -7.62199
H -1.12920 5.48128 -7.50055
H 3.13616 6.71342 -5.87851
H 4.35295 6.79558 -4.63109
H 1.63275 8.17076 -4.55631
H 3.23815 8.89539 -4.63494
H 2.70470 8.06812 -3.16314


No. 3
109
Properties=species:S:1:pos:R:3 method="wB97M-V/def2-TZVPD" charge=+1 lumo_energy_ev=-1.69 spin_multiplicity=1 relative_energy_kcal_mol=39.33 orbital_gap_ev=10.0286
N -1.08436 -0.56267 -0.56717
H -0.60536 -0.30267 0.14783
H -0.47136 -0.71567 -1.43317
H -1.67836 0.02733 -0.73117
H -1.39836 -1.50367 -0.11917
O 1.14464 -2.68067 -0.60917
C 1.57964 -3.55267 0.07083
O 2.19664 -3.68467 1.29283
C 2.39664 -2.46067 2.08083
C 3.89164 -2.60267 2.58083
C 1.62864 -5.01067 -0.50517
H 1.72464 -2.06867 2.72983
H 2.50064 -1.53767 1.46483
H 4.04164 -3.23867 3.51583
H 4.19864 -1.63867 2.95683
H 4.59564 -3.11967 1.82783
H 1.85064 -5.58867 0.23383
H 2.59864 -5.09267 -1.10017
H 0.86964 -5.25667 -1.28017
O -1.31736 -2.18467 2.02583
C -1.06436 -2.95667 2.88383
O -0.75336 -2.65767 4.14083
C -0.75536 -1.30767 4.57583
C 0.07264 -1.24767 5.83783
C -1.12136 -4.45267 2.71883
H -1.63836 -0.99367 4.86083
H -0.31636 -0.71167 3.95283
H 1.25664 -1.20367 5.65583
H -0.22536 -1.78067 6.61683
H -0.00636 -0.00867 6.23283
H -0.58936 -5.02967 3.34483
H -0.39936 -4.44967 1.85083
H -2.08536 -4.79367 2.40183
O 1.82864 -0.27467 -1.93117
C 2.75564 0.41133 -1.46317
O 4.07864 0.08833 -1.48717
C 4.34364 -1.26967 -1.71317
C 5.69464 -1.48567 -1.06217
C 2.56764 1.85033 -1.06517
H 4.54664 -1.62067 -2.78017
H 3.68264 -1.85267 -1.24017
H 5.81364 -1.51867 -0.00617
H 6.24664 -0.72967 -1.45217
H 6.24264 -2.34567 -1.40017
H 1.87264 1.80533 -0.27017
H 2.06564 2.39633 -1.89117
H 3.54464 2.40233 -0.72217
O -0.92436 2.46933 -1.45317
C -0.85136 3.71233 -1.49617
O -0.92436 4.52533 -0.51817
C -0.92036 4.12633 0.91283
C -1.00136 5.30333 1.99683
C -0.64936 4.43133 -2.71617
H -0.06336 3.48933 1.11583
H -1.86336 3.41333 0.91683
H -0.88436 5.13933 3.10783
H -1.83136 5.73033 1.93083
H -0.21736 5.93133 1.75083
H 0.28964 4.61833 -3.16417
H -0.89136 5.49433 -2.88217
H -1.02936 3.68633 -3.37117
O -3.69936 0.70433 0.07883
C -4.10736 1.83033 0.23983
O -4.17236 2.52533 1.38983
C -3.71136 1.89233 2.66683
C -3.34936 2.85533 3.61683
C -4.62936 2.64633 -0.90917
H -2.84736 1.29133 2.51683
H -4.35636 1.32533 3.08183
H -4.22336 3.65933 3.89083
H -2.42136 3.30133 3.27183
H -3.10836 2.38033 4.55483
H -5.80036 2.49533 -0.86017
H -4.13836 2.41333 -1.76317
H -4.28636 3.53233 -0.78717
O -2.81236 0.33333 -3.10817
C -2.72536 0.98733 -4.13217
O -1.71436 1.18433 -4.82917
C -0.50236 0.61533 -4.36717
C 0.69764 1.09333 -5.18117
C -3.95336 1.75333 -4.75117
H -0.38336 -0.42267 -4.34217
H -0.41136 1.09733 -3.42317
H 0.77264 2.19033 -5.08117
H 0.77864 0.65733 -6.11617
H 1.40364 0.67033 -4.69417
H -4.03336 2.94933 -4.61917
H -4.87636 1.43933 -4.09717
H -4.22036 1.34333 -5.75717
C 0.56964 2.20233 3.88383
C 1.38264 1.40333 2.89783
O 0.71664 0.93733 1.86983
C 2.89664 1.13433 3.08983
H 1.14864 3.17833 3.90683
H 0.24664 1.66033 4.72283
H -0.49636 2.57233 3.41483
H 3.07564 2.24333 3.05483
H 3.28064 0.61733 2.21683
H 2.80364 0.93333 4.07983
C -1.20436 -5.06967 -3.83917
C -0.62836 -3.74967 -3.40217
O -1.34236 -2.89567 -2.75317
C 0.79564 -3.42367 -3.82217
H -1.71736 -5.10667 -4.73517
H -1.93636 -5.23167 -3.12417
H -0.53036 -5.91767 -3.69017
H 0.94064 -2.46967 -3.38017
H 0.77364 -3.22667 -4.83317
H 1.49664 -4.09367 -3.35017


No. 4
121
Properties=species:S:1:pos:R:3 method="wB97M-V/def2-TZVPD" charge=+1 lumo_energy_ev=-3.39 spin_multiplicity=1 relative_energy_kcal_mol=204.34 orbital_gap_ev=4.7504
Ag -1.64677 -0.09990 0.91421
C 2.08665 3.74142 2.57048
O 3.19434 4.08520 1.73576
O 1.31122 2.88125 1.78352
C 2.45707 3.26422 4.03230
F 1.32864 2.97382 4.75301
F 3.23164 2.15681 3.97471
F 3.25218 4.16737 4.65194
C 4.07309 5.15372 2.01941
C 5.11884 5.30690 0.94932
H 5.45334 6.33655 0.82271
H 5.99164 4.65693 1.01139
H 4.68625 5.05177 -0.01809
H 4.54674 5.06169 2.99680
H 3.49614 6.07509 1.93999
H 1.44179 4.59140 2.79363
C 1.00363 -0.81888 -4.10743
O 2.09235 0.20793 -4.14211
O 0.36973 -0.71736 -2.80889
C -0.00901 -0.85794 -5.39194
F -1.06260 -1.63710 -5.16504
F -0.58088 0.32908 -5.69760
F 0.71589 -1.30494 -6.37926
C 3.13877 -0.16462 -5.09628
C 4.21434 0.91130 -5.12977
H 4.90659 0.79315 -5.96340
H 3.79616 1.91071 -5.24981
H 4.90300 0.89506 -4.28503
H 2.82435 -0.07209 -6.13584
H 3.69505 -1.09148 -4.95637
H 1.46448 -1.80529 -4.15940
C -4.80468 -0.38595 3.81140
O -3.86853 0.66101 4.15308
O -4.67694 -0.51065 2.43573
C -4.72299 -1.64343 4.81970
F -5.42146 -1.52220 5.98114
F -5.20121 -2.79483 4.40581
F -3.49076 -1.93482 5.16792
C -3.70610 1.24146 5.44323
C -3.65987 2.81113 5.35598
H -2.76889 3.17808 4.84646
H -4.58496 3.16184 4.89848
H -3.82833 3.27772 6.32655
H -2.83052 0.74081 5.85653
H -4.45298 0.98112 6.19322
H -5.86103 -0.16235 3.96054
C 1.54944 -1.58781 3.23584
O 1.54953 -1.74141 1.85334
C 2.47241 -2.63245 1.30488
C 3.93106 -2.08184 1.29731
N 3.91501 -0.70010 0.58291
H 3.92295 -0.78854 -0.42318
H 3.11581 -0.13773 0.83811
C 5.27349 0.15323 0.65488
C 6.45764 -0.67233 -0.00393
O 6.01672 -1.13609 -1.29431
C 6.72372 -2.24922 -1.87797
H 2.47239 -1.36493 3.77117
H 1.01571 -2.37925 3.76201
H 0.98886 -0.69432 3.51064
H 2.17121 -2.73255 0.26212
H 2.45718 -3.59765 1.81109
H 4.64069 -2.70867 0.75731
H 4.33048 -1.92612 2.29946
H 5.42708 0.37351 1.71128
H 5.22293 1.02081 -0.00304
H 6.64635 -1.48116 0.70196
H 7.36638 -0.09439 -0.17213
H 6.50150 -2.38075 -2.93694
H 6.48335 -3.23080 -1.46953
H 7.81007 -2.16673 -1.91152
C -6.33652 -7.50094 0.91727
O -5.54996 -7.45996 -0.31531
C -5.95770 -6.41787 -1.14791
C -4.97506 -6.48630 -2.35412
N -3.52026 -6.37567 -1.95297
H -3.24232 -7.22724 -1.48640
H -2.95898 -6.48976 -2.78486
C -3.07585 -5.01866 -1.31874
C -3.08212 -5.04391 0.15755
O -2.20778 -6.11170 0.62199
C -2.36182 -6.33968 1.97454
H -7.38411 -7.73647 0.72976
H -6.42705 -6.51712 1.37771
H -5.90990 -8.22367 1.61281
H -5.95308 -5.47917 -0.59391
H -6.94316 -6.69523 -1.52212
H -5.21452 -5.66669 -3.03161
H -5.04634 -7.43786 -2.88095
H -3.62390 -4.17016 -1.72835
H -2.12591 -4.76699 -1.79030
H -4.07731 -5.05905 0.60193
H -2.82856 -4.04178 0.50329
H -2.00809 -7.31403 2.31162
H -3.38655 -6.39142 2.34243
H -1.87565 -5.61505 2.62774
C 0.25098 7.58955 -1.27932
O 0.56794 6.21778 -1.49649
C 0.89028 5.90290 -2.87078
C 1.02964 4.41534 -2.96080
N -0.15189 3.69003 -2.35045
H -0.06794 2.68352 -2.35151
H -0.05624 3.77758 -1.34881
C -1.58895 4.26768 -2.75544
C -2.66190 3.37177 -2.20801
O -2.58825 3.11036 -0.79116
C -2.86558 4.27083 0.03855
H 0.92807 8.32594 -1.71219
H 0.44553 7.72311 -0.21517
H -0.76186 7.94256 -1.47336
H 1.89344 6.28059 -3.06860
H 0.22665 6.30253 -3.63758
H 1.78240 4.13360 -2.22455
H 1.17761 4.15326 -4.00843
H -1.56126 4.38639 -3.83860
H -1.75899 5.24407 -2.30176
H -2.63388 2.38169 -2.66304
H -3.68252 3.67504 -2.44139
H -1.97908 4.87598 0.22835
H -3.09506 3.95690 1.05682
H -3.74359 4.76420 -0.37831